One molecule with the formula C3HN3O2. Source: the Open Molecules 2025 dataset; level of theory: ωB97M-V/def2-TZVPD.

Output
**Multiplicity**: 1
**Energy above the lowest of the compared OMol25 structures with the same formula, charge and spin**: 110.79 kcal per mole
**Total energy**: -11686.635 eV
**Max |F|**: 4.181 eV Å⁻¹
**Structure (SMILES)**: c1onc2nnoc12

```
9
Properties=species:S:1:pos:R:3:mulliken_charge:R:1
C 1.110 0.855 -0.039 -0.403
O 1.830 -0.212 -0.034 -0.133
N 1.126 -1.465 0.104 -0.346
C -0.138 -0.902 0.180 0.372
N -1.543 -1.233 -0.144 -0.151
N -2.330 -0.314 -0.015 -0.040
O -1.435 0.927 0.142 -0.306
C -0.221 0.480 -0.006 0.627
H 1.600 1.865 -0.187 0.380
```